No. 1
The following is a DFT calculation (wB97M-V/def2-TZVPD) of C5H12AlNO6P as an isolated structure.

Output
E_LUMO (spin up / spin down): -0.0399 / -0.0957 Ha
energy above the lowest of the compared OMol25 structures with the same formula, charge and spin: 22.99 kcal/mol
spin multiplicity: 2
frontier orbital gap (spin up / spin down): 8.4 / 7.1 eV
total charge: 0

Last column: Löwdin charge in e.
Positions of all 26 atoms, in Å:
C1 8.4184 -6.9557 6.6898  -0.003
H1 9.8389 -1.4626 8.5335  0.099
N1 9.4646 -5.8731 6.6792  -0.173
C2 10.8055 -6.1485 6.3453  -0.086
H2 9.7163 -2.8336 10.4831  0.050
H3 7.7815 -6.8533 5.8112  0.098
H4 10.8988 -6.0352 5.2652  0.092
O1 2.3662 -3.6460 4.9190  -0.183
H5 8.6655 -7.9134 7.1480  0.094
O2 7.8031 -0.9221 8.9259  -0.132
O3 4.4408 -4.5507 6.6229  -0.469
H6 9.6510 0.0006 9.1574  0.112
P1 2.9687 -4.0734 6.2913  0.080
O4 8.0690 -4.2685 7.4475  -0.088
C3 9.7049 -1.7532 10.6269  -0.061
H7 11.0374 -7.1858 6.5871  0.089
Al1 5.9469 -2.2586 7.0246  1.056
C4 9.1858 -0.9797 9.2604  -0.269
H8 10.0055 -3.9640 7.4170  0.134
O5 1.7178 -4.4114 7.1384  -0.111
H9 10.7238 -1.4702 10.8910  0.057
H10 7.6913 -6.7027 7.4614  0.079
C5 9.1824 -4.6739 7.2420  -0.345
H11 9.2362 -1.6445 11.6050  0.058
O6 3.0102 -2.5412 6.6187  -0.267
H12 11.5463 -5.5146 6.8326  0.089

---

No. 2
The following is a DFT calculation (wB97M-V/def2-TZVPD) of a 2-piece molecular cluster, C5H12BClN3O3 overall.

Output
E_LUMO: -0.1935 Ha
frontier orbital gap: 7.5 eV
total charge: +1

Last column: Löwdin charge in e.
Positions of all 25 atoms, in Å:
C1 1.2111 -0.1100 -0.0095  -0.206
H1 2.4832 -0.0833 -2.9172  0.129
B1 2.4247 0.1800 -1.0254  -0.601
O1 2.6452 -0.6167 -2.1240  0.182
H2 -0.0678 0.6018 -1.3719  0.150
H3 1.5356 -0.0687 1.0326  0.152
H4 -2.0397 3.0429 0.4940  0.123
H5 -0.5364 -1.1397 1.6759  0.146
C2 -2.5588 2.3548 -1.5266  0.081
O2 3.2801 1.2238 -0.7580  0.190
H6 0.0229 -1.5788 -1.1163  0.135
H7 -1.7588 2.5504 -2.2389  0.075
O3 0.5900 -3.1730 3.8544  -0.071
C3 -1.0167 0.2402 0.2398  -0.309
H8 -2.9280 0.3500 0.7617  0.188
N1 0.1171 0.8391 -0.3876  0.133
H9 2.7496 2.0344 -0.7014  0.121
N2 -2.1468 0.8490 0.3350  0.149
C4 -2.2295 2.2153 -0.1782  -0.096
Cl1 1.3006 -2.7612 0.6164  0.797
C5 0.4357 -1.4263 -0.1186  -0.635
H10 -3.5878 2.2333 -1.8625  0.079
N3 -0.7835 -1.0389 0.6901  0.097
H11 1.1426 -3.2635 3.0704  -0.041
H12 -0.2846 -3.4550 3.5657  0.032

---

No. 3
The following is a DFT calculation (wB97M-V/def2-TZVPD) of C5H12BrPS in the gas phase.

Output
E_LUMO: 0.0189 Ha
energy above the lowest of the compared OMol25 structures with the same formula, charge and spin: 3.48 kcal/mol
frontier orbital gap: 9.2 eV
structure (SMILES): CC(C)(C)[P@@](C)(=S)Br
total charge: 0

Last column: Löwdin charge in e.
Positions of all 20 atoms, in Å:
H1 1.6796 -0.3473 2.8937  0.003
H2 -1.1973 -0.8689 -2.2348  0.074
H3 -1.4094 0.3958 1.4546  0.099
H4 1.1052 1.0617 -1.6238  0.046
C1 -0.2542 -0.2842 -0.4374  -0.701
C2 -0.5229 -1.2744 -1.5216  -0.150
C3 0.3473 1.0386 -0.9149  -0.096
S1 0.7126 -2.7632 1.5783  0.168
H5 2.9511 0.1758 1.7472  -0.011
C4 -1.4617 -0.2495 0.5183  -0.128
H6 -1.0272 -2.2391 -1.1530  0.106
H7 1.6565 1.1675 2.0626  0.050
Br1 2.7771 -1.3727 -0.7764  0.403
H8 0.4090 -1.6223 -1.9867  0.030
H9 -2.4004 -0.1211 -0.0463  0.076
H10 -1.6681 -1.3955 0.8182  0.086
H11 -0.5373 1.4254 -1.3661  0.083
C5 1.9513 0.1178 1.9917  -0.234
H12 0.7246 1.5766 -0.0970  0.049
P1 1.2079 -1.0890 0.7167  0.046

---

No. 4
The following is a DFT calculation (wB97M-V/def2-TZVPD) of C5H12Cl2N2O2S in the gas phase.

Output
E_LUMO (spin up / spin down): -0.0499 / -0.0549 Ha
energy above the lowest of the compared OMol25 structures with the same formula, charge and spin: 25.57 kcal/mol
frontier orbital gap (spin up / spin down): 7.9 / 7.0 eV
total charge: 0

Last column: Löwdin charge in e.
Positions of all 24 atoms, in Å:
O1 -0.5356 2.6627 -0.9269  -0.323
C1 -2.0247 -0.9599 1.4372  -0.792
C2 2.0725 2.3020 -1.4234  -0.121
H1 2.9099 2.2099 -2.1501  0.108
C3 -0.8270 -1.0384 2.3920  -0.424
H2 -1.3831 -1.4092 -0.5724  -0.003
C4 1.8869 -0.1430 -1.6308  -0.098
H3 -1.0667 -0.6850 3.5021  0.141
H4 1.4169 -0.6568 -0.8187  0.069
N1 1.2519 1.1147 -1.5853  -0.348
H5 2.9072 -0.2133 -1.6250  0.066
Cl1 0.2896 1.0175 1.6038  0.823
H6 2.2750 2.5488 -0.3780  0.078
H7 -2.1950 0.0431 1.1493  0.048
Cl2 -3.4896 -1.4767 2.2028  0.661
H8 -0.5351 -2.1086 2.5080  0.109
C5 -1.7090 -1.9160 0.2604  -0.123
H9 1.5985 3.2814 -1.7016  0.091
N2 0.4448 -0.5242 1.9526  -0.459
O2 -1.1563 0.3340 -1.2161  -0.306
H10 -2.5913 -2.4221 -0.1331  0.076
H11 -0.9498 -2.6403 0.4954  0.077
H12 1.6334 -0.6072 -2.5787  0.098
S1 -0.2235 1.2868 -0.7632  0.553

---

| no. | M (g mol⁻¹) | electronic energy (eV) | F_max (eV/Å) |
| --- | --- | --- | --- |
| 1 | 240.11 | -35034.3496 | 3.84 |
| 2 | 208.43 | -29182.3648 | 2.53 |
| 3 | 215.10 | -95546.6226 | 3.50 |
| 4 | 235.14 | -48329.0148 | 3.40 |